(1)
{
  "formula": "C5H6O",
  "method": "wB97M-V/def2-TZVPD",
  "relative_energy_kj_mol": 348.91,
  "e_homo_ev": -8.505,
  "orbital_gap_ev": 9.58,
  "elements": ["C", "C", "C", "C", "C", "O", "H", "H", "H", "H", "H", "H"],
  "xyz": [[1.51992, -0.12650, 0.21481], [0.88202, 1.01897, -0.25508], [-0.44812, 0.55172, -0.48988], [-1.08567, -0.07952, 0.62053], [-0.44940, -0.92320, -0.40262], [0.96135, -1.36092, -0.08619], [2.47617, -0.10358, 0.50542], [1.02498, 2.05886, 0.09854], [-1.05944, 1.14558, -1.07301], [-2.19279, -0.58374, 0.39830], [-0.80592, 0.05333, 1.71182], [-0.82311, -1.65102, -1.24266]],
  "nbo_charge": [0.1508, -0.3073, -0.3310, -0.4387, 0.0704, -0.4768, 0.1789, 0.2288, 0.2197, 0.2258, 0.2459, 0.2336]
}



(2)
{
  "formula": "C29H60AsCdN2O5S5Si",
  "method": "wB97M-V/def2-TZVPD",
  "relative_energy_kj_mol": 158.50,
  "e_homo_ev": -10.573,
  "total_charge": 1,
  "orbital_gap_ev": 8.82,
  "elements": ["Cd", "C", "C", "S", "C", "C", "S", "C", "C", "S", "H", "H", "H", "H", "H", "H", "H", "H", "H", "H", "H", "H", "O", "C", "C", "C", "C", "C", "C", "N", "H", "H", "H", "H", "H", "H", "H", "C", "C", "N", "O", "H", "H", "H", "H", "H", "C", "As", "C", "C", "S", "H", "H", "H", "H", "H", "H", "H", "H", "H", "C", "C", "C", "C", "O", "Si", "S", "O", "C", "C", "C", "C", "O", "C", "C", "C", "C", "H", "H", "H", "H", "H", "H", "H", "H", "H", "H", "H", "H", "H", "H", "H", "H", "H", "H", "H", "H", "H", "H", "H", "H", "H", "H", "H"],
  "xyz": [[0.26661, -1.40325, 0.92365], [0.82461, -2.06945, 4.47225], [0.39864, -0.61767, 4.68461], [-0.45696, 0.05815, 3.24226], [0.41009, 1.61100, 2.90635], [1.90178, 1.51887, 2.63782], [2.32389, 0.43960, 1.23350], [3.64394, -0.54906, 1.98220], [3.28891, -1.36185, 3.22548], [1.84449, -2.43649, 3.01997], [1.33607, -2.43690, 5.36263], [-0.05167, -2.70017, 4.30908], [-0.28125, -0.58142, 5.53623], [1.24460, 0.02473, 4.92455], [-0.08872, 2.00071, 2.01576], [0.22054, 2.30554, 3.72625], [2.27659, 2.51818, 2.41583], [2.44319, 1.16368, 3.51140], [3.99149, -1.20410, 1.18166], [4.46940, 0.12223, 2.22490], [4.13889, -1.99931, 3.47056], [3.12133, -0.71966, 4.08749], [-0.29272, -1.93805, -2.12963], [0.97090, -1.40506, -2.48151], [2.09128, -2.17655, -1.83539], [3.11491, -2.70259, -2.61212], [4.14035, -3.40784, -2.00623], [4.09763, -3.58639, -0.63359], [3.04179, -3.03327, 0.06678], [2.06784, -2.32467, -0.50580], [-0.81761, -1.16531, -1.84054], [1.02898, -0.35824, -2.16104], [1.10215, -1.43253, -3.56640], [3.09512, -2.56101, -3.68395], [4.94801, -3.82217, -2.59458], [4.85651, -4.15109, -0.11114], [2.96131, -3.18663, 1.13667], [-4.40352, -1.69666, 1.82488], [-3.09745, -2.07741, 1.18650], [-3.15701, -2.44659, -0.11747], [-2.04839, -2.07237, 1.82079], [-5.23239, -2.29618, 1.45043], [-4.60154, -0.64806, 1.59184], [-4.32153, -1.80089, 2.90262], [-3.97109, -2.19513, -0.65410], [-2.28684, -2.48053, -0.62584], [-2.84305, -5.67948, 0.49361], [-0.95241, -5.61282, 0.11981], [-0.78360, -5.31418, -1.77167], [-0.33791, -7.41242, 0.40685], [0.16199, -4.30723, 1.32583], [-3.20500, -6.68111, 0.26591], [-3.36405, -4.94225, -0.11284], [-2.99540, -5.45659, 1.54765], [-1.55901, -5.87349, -2.29437], [0.19971, -5.66373, -2.08301], [-0.86440, -4.25042, -1.98169], [-0.83159, -8.08831, -0.29035], [-0.56675, -7.70049, 1.43102], [0.73929, -7.43787, 0.25783], [-2.02228, 3.33611, 1.70080], [-2.59302, 3.66185, 0.32660], [-2.80600, 5.16193, 0.17779], [-3.89610, 2.90500, 0.09663], [-1.68638, 3.27938, -0.71540], [-0.44551, 2.23965, -0.87120], [-1.10720, 0.33747, -0.25249], [0.00243, 2.24047, -2.43798], [-0.65917, 2.43109, -3.70232], [0.44374, 2.34753, -4.74779], [-1.33817, 3.79422, -3.75776], [-1.68726, 1.32625, -3.91271], [0.86840, 2.63578, 0.02367], [1.83390, 3.69440, -0.19007], [1.21978, 4.90296, -0.89087], [2.32169, 4.09866, 1.19356], [2.96817, 3.10945, -1.01980], [-2.70321, 3.68569, 2.47782], [-1.05834, 3.83064, 1.83956], [-1.89049, 2.25819, 1.81555], [-3.62015, 5.49856, 0.82082], [-3.05559, 5.40054, -0.85617], [-1.90319, 5.70999, 0.45094], [-4.62875, 3.15688, 0.86481], [-3.70309, 1.83111, 0.12116], [-4.31210, 3.16144, -0.87884], [1.16018, 3.15799, -4.60821], [0.02667, 2.42304, -5.75256], [0.97483, 1.39847, -4.65866], [-0.62330, 4.58903, -3.54397], [-2.14731, 3.85939, -3.03351], [-1.74352, 3.95702, -4.75745], [-1.20650, 0.34954, -3.91474], [-2.19481, 1.46084, -4.86901], [-2.43548, 1.34581, -3.11784], [0.32898, 5.24746, -0.36439], [0.94486, 4.66253, -1.91522], [1.94460, 5.71714, -0.91193], [1.47380, 4.30681, 1.84854], [2.93682, 4.99661, 1.13228], [2.92840, 3.30720, 1.63821], [2.58574, 2.77731, -1.98533], [3.40760, 2.25377, -0.50468], [3.74534, 3.85709, -1.18796]],
  "mulliken_charge": [2.2340, -0.8448, -0.9467, 0.1154, 1.2823, -0.6602, 0.1329, -1.0547, -1.2931, 0.1091, 0.5724, 0.2810, 0.6055, 0.4464, -2.1928, 0.8365, -0.6077, 1.0876, 0.5061, 0.5746, 0.6636, 0.5646, -0.5646, 0.2527, -0.0510, -0.9342, -0.6555, -1.2051, -0.6992, 1.0144, 0.1433, -0.4537, 0.4498, 0.5077, 0.4522, 0.5370, 0.7385, -1.4616, 0.7303, -0.0315, -0.3798, 0.4405, 0.2232, 0.3439, 0.2217, -0.1423, -1.1376, 0.5413, -0.8004, -1.1354, -0.5661, 0.4637, 0.3562, 0.3129, 0.4752, 0.3790, -0.0413, 0.4173, 0.3666, 0.3273, -0.9136, 1.8541, -1.8525, -1.5093, 0.5411, -2.5750, 0.1966, -0.0624, 1.5480, -1.6560, -1.5078, -1.1720, 0.3474, 1.8579, -1.4576, -1.8838, -1.2294, 0.6211, 0.0988, 0.0398, 0.4623, 0.2827, 0.3813, 0.4645, 0.0853, 0.3397, 0.3495, 0.4226, 0.2025, 0.3137, 0.1482, 0.5622, 0.1621, 0.5259, 0.1391, 0.2170, 0.1391, 0.5965, 0.2943, 0.6103, 0.5884, 0.0039, 0.1102, 0.4661]
}



(3)
{
  "formula": "C22H27BN",
  "method": "wB97M-V/def2-TZVPD",
  "e_homo_ev": -10.915,
  "total_charge": 1,
  "orbital_gap_ev": 6.57,
  "elements": ["C", "C", "C", "C", "C", "C", "C", "C", "C", "C", "C", "C", "C", "H", "H", "H", "H", "H", "H", "H", "H", "H", "H", "H", "C", "C", "C", "C", "C", "C", "C", "N", "B", "H", "C", "C", "H", "H", "H", "H", "H", "H", "H", "H", "H", "H", "H", "H", "H", "H", "H"],
  "xyz": [[-1.67345, 2.87089, 1.55187], [-0.22530, 2.42369, 1.79557], [-0.06228, 1.54955, 2.88779], [1.18381, 1.07264, 3.28284], [2.32662, 1.42102, 2.55795], [2.18722, 2.27350, 1.46549], [0.92662, 2.75752, 1.06753], [-2.17240, 3.95600, 0.57528], [-3.55488, 4.24312, 0.66788], [-4.18666, 5.17184, -0.15531], [-3.43056, 5.86013, -1.11604], [-2.07192, 5.55341, -1.27059], [-1.44634, 4.58390, -0.45431], [-2.16540, 3.09259, 2.54715], [-0.95551, 1.21937, 3.42897], [1.26193, 0.40979, 4.13645], [3.31337, 1.07217, 2.86108], [3.06809, 2.56675, 0.89436], [0.86650, 3.35619, 0.16278], [-4.16070, 3.64312, 1.34960], [-5.26315, 5.31233, -0.08349], [-3.91934, 6.55002, -1.80652], [-1.49803, 6.01856, -2.08138], [-0.43547, 4.26535, -0.70571], [3.26402, -3.78365, -0.08721], [1.87756, -4.33116, -0.42626], [1.98836, -5.26168, -1.63388], [1.24246, -5.09525, 0.73599], [0.97802, -3.20778, -0.85075], [0.46580, -3.22092, -2.14824], [-0.36382, -2.22068, -2.59832], [-0.69133, -1.17786, -1.79597], [-1.59041, -0.15826, -2.37695], [-2.25371, 1.94282, 1.33911], [-0.19718, -1.14266, -0.51940], [0.62145, -2.13117, -0.01905], [3.22957, -3.11376, 0.77800], [3.95959, -4.60854, 0.12063], [3.64883, -3.20688, -0.94099], [0.99185, -5.63617, -1.91060], [2.41636, -4.71661, -2.48809], [2.62159, -6.13068, -1.45578], [0.23205, -5.42285, 0.45059], [1.84102, -5.98326, 0.98190], [1.14961, -4.46489, 1.62639], [0.68058, -4.00578, -2.88521], [-0.76103, -2.27235, -3.61812], [-0.99542, 0.79530, -2.80598], [-2.74079, -0.37509, -2.10924], [-0.49769, -0.28171, 0.06135], [0.96990, -2.03189, 1.01685]],
  "nbo_charge": [-0.4753, 0.0720, -0.2539, -0.1985, -0.2321, -0.2014, -0.2586, -0.0450, -0.1530, -0.2212, -0.2132, -0.2031, -0.2193, 0.2414, 0.2135, 0.2194, 0.2233, 0.2206, 0.2118, 0.1984, 0.2225, 0.2231, 0.2194, 0.1996, -0.5950, -0.1197, -0.6039, -0.5949, 0.1342, -0.2434, 0.0850, -0.5608, 0.6789, 0.2136, 0.0754, -0.1722, 0.2145, 0.2367, 0.2170, 0.2087, 0.2084, 0.2390, 0.2170, 0.2370, 0.2138, 0.2657, 0.2396, -0.0419, -0.0451, 0.2461, 0.2562]
}



(4)
{
  "formula": "C5H11N3",
  "method": "wB97M-V/def2-TZVPD",
  "relative_energy_kj_mol": 336.11,
  "e_homo_ev": [-7.342, -7.343],
  "orbital_gap_ev": [8.22, 8.23],
  "elements": ["C", "C", "N", "C", "C", "N", "C", "N", "H", "H", "H", "H", "H", "H", "H", "H", "H", "H", "H"],
  "xyz": [[-1.01618, 2.46911, -0.79461], [-1.01305, 0.99582, 1.28761], [0.71600, -1.77013, -1.23388], [0.77343, -0.74613, -0.38105], [-0.55118, 1.20408, -0.13212], [1.03611, -2.99967, -0.73433], [1.31849, -1.15216, 0.90101], [0.17206, 0.40493, -0.81691], [0.29747, -1.62369, -2.14655], [0.97332, -2.42272, 0.68728], [0.52320, -3.69801, -1.27709], [-0.71925, 3.33767, -0.19988], [-0.59690, 2.55394, -1.79458], [-2.10779, 2.48741, -0.86092], [-1.95536, 1.51563, 1.46246], [-0.27972, 1.41302, 1.98436], [-1.13202, -0.06098, 1.52201], [2.36059, -1.46551, 0.81567], [1.20078, -0.44260, 1.71149]],
  "nbo_charge": [-0.6576, -0.7023, -0.2939, 0.3601, 0.3524, -0.7072, -0.7908, -0.4702, 0.3971, 0.3354, 0.3318, 0.2222, 0.2344, 0.2210, 0.2246, 0.2360, 0.2385, 0.2486, 0.2199]
}



(5)
{
  "formula": "C34H38CrFN6O8P",
  "method": "wB97M-V/def2-TZVPD",
  "multiplicity": 4,
  "s_squared": 3.7773,
  "relative_energy_kj_mol": 3.90,
  "e_homo_ev": [-10.835, -10.959],
  "total_charge": 1,
  "orbital_gap_ev": [7.77, 7.64],
  "elements": ["Cr", "C", "C", "C", "C", "C", "C", "C", "F", "C", "C", "C", "O", "C", "C", "N", "C", "C", "O", "O", "H", "H", "H", "H", "H", "H", "H", "H", "H", "H", "H", "O", "C", "C", "C", "C", "N", "C", "C", "C", "C", "C", "C", "O", "C", "C", "N", "H", "H", "H", "H", "H", "H", "H", "H", "H", "H", "H", "H", "N", "C", "N", "C", "N", "C", "C", "O", "P", "O", "C", "C", "O", "C", "C", "H", "H", "H", "H", "H", "H", "H", "H", "H", "H", "H", "H", "H", "H", "H"],
  "xyz": [[-0.02773, 0.53197, -0.72599], [6.46648, -0.99843, 2.54978], [5.87553, -2.18246, 1.81115], [5.89586, -3.45228, 2.64111], [5.44473, -4.63248, 1.80050], [4.12610, -4.34477, 1.12866], [3.31694, -5.36957, 0.70060], [2.08608, -5.09884, 0.10641], [1.33952, -6.13851, -0.29316], [1.62355, -3.83048, -0.06343], [2.42504, -2.76525, 0.37254], [1.94836, -1.40117, 0.21196], [0.85571, -1.22054, -0.41244], [2.74817, -0.37775, 0.74695], [3.98227, -0.70566, 1.26675], [4.46596, -1.93673, 1.36095], [3.67375, -3.01885, 0.95126], [2.38216, 1.07846, 0.82702], [3.19147, 1.88549, 1.23206], [1.15845, 1.40253, 0.49403], [7.44576, -1.29694, 2.92220], [5.85293, -0.71257, 3.40673], [6.61541, -0.12485, 1.91713], [6.45014, -2.35700, 0.89626], [5.24614, -3.32196, 3.51210], [6.90907, -3.60929, 3.00983], [5.34732, -5.53210, 2.40777], [6.20121, -4.84711, 1.04008], [3.62340, -6.40059, 0.82986], [0.66522, -3.63442, -0.52125], [4.60318, 0.10647, 1.61156], [-5.41832, -3.46563, -2.37062], [-4.44824, -3.19255, -3.36014], [-3.42916, -2.24496, -2.79106], [-2.41587, -1.73947, -3.58960], [-1.48472, -0.88470, -3.03786], [-1.52726, -0.51109, -1.75611], [-2.51083, -0.99404, -0.97615], [-3.46880, -1.86132, -1.45620], [-2.47675, -0.55106, 0.44787], [-3.49510, -0.79358, 1.34712], [-3.37194, -0.33649, 2.65211], [-4.45086, -0.60638, 3.67415], [-5.69553, -0.94309, 3.10469], [-2.22118, 0.35334, 3.00704], [-1.24566, 0.57162, 2.05695], [-1.37356, 0.12465, 0.80364], [-6.08838, -4.05093, -2.73527], [-4.89029, -2.73435, -4.25012], [-3.93055, -4.10306, -3.67995], [-2.33554, -1.99549, -4.63865], [-0.68779, -0.47624, -3.64045], [-4.24604, -2.24541, -0.81471], [-4.38736, -1.32535, 1.05089], [-4.52981, 0.24272, 4.35820], [-4.14216, -1.46711, 4.27022], [-6.10817, -0.14719, 2.75303], [-2.08308, 0.73629, 4.01032], [-0.33978, 1.12220, 2.26984], [1.05693, 0.92958, -2.32081], [1.24805, 1.08224, -3.47047], [1.53142, 1.28747, -4.67547], [0.81541, 0.83480, -5.69828], [0.21737, 0.45792, -6.61212], [-0.52035, 4.83403, 2.31723], [-0.14892, 4.33149, 0.94895], [-1.21576, 3.44604, 0.50569], [-1.20349, 2.64875, -0.87157], [-0.90691, 3.73439, -1.97886], [0.43152, 4.07519, -2.46327], [0.43576, 5.53949, -2.80544], [-2.73543, 2.31291, -1.07319], [-3.80436, 3.29678, -1.01067], [-4.48386, 3.22801, 0.33352], [0.24114, 5.52979, 2.67199], [-0.58607, 4.00971, 3.02913], [-1.47793, 5.35460, 2.30016], [0.78821, 3.77621, 0.95123], [-0.07602, 5.15357, 0.23470], [0.62919, 3.46113, -3.33781], [1.16826, 3.83207, -1.69590], [-0.29409, 5.75691, -3.58459], [1.42319, 5.82284, -3.17235], [0.20369, 6.14749, -1.92977], [-4.48340, 3.02581, -1.81601], [-3.39473, 4.28342, -1.22643], [-4.84856, 2.21577, 0.52048], [-5.34029, 3.90444, 0.34429], [-3.80541, 3.51148, 1.13750]],
  "mulliken_spin": [3.1791, 0.0000, -0.0005, 0.0002, -0.0002, -0.0017, 0.0017, 0.0002, 0.0000, -0.0013, -0.0133, -0.0028, 0.0052, 0.0229, 0.0032, 0.0060, 0.0043, 0.0028, 0.0104, 0.0071, 0.0000, 0.0000, 0.0000, 0.0003, -0.0001, 0.0000, 0.0000, 0.0000, 0.0000, 0.0018, -0.0005, 0.0000, -0.0009, 0.0054, -0.0076, 0.0194, -0.0708, 0.0024, -0.0035, 0.0166, -0.0032, 0.0057, -0.0010, 0.0001, -0.0060, 0.0178, -0.0736, 0.0000, 0.0006, 0.0007, -0.0003, -0.0054, -0.0006, -0.0004, 0.0004, 0.0009, 0.0000, -0.0004, -0.0027, -0.1004, 0.0455, 0.0321, -0.0033, 0.0100, -0.0006, -0.0005, -0.0042, -0.0998, -0.0007, 0.0036, -0.0008, -0.0001, -0.0022, -0.0001, 0.0000, 0.0002, 0.0000, 0.0002, -0.0001, 0.0009, 0.0019, 0.0000, 0.0000, -0.0001, -0.0001, 0.0004, -0.0002, 0.0000, -0.0001]
}



| no. | calculated total energy (a.u.) |
| --- | --- |
| 1 | -269.213348 |
| 2 | -6310.742374 |
| 3 | -933.851144 |
| 4 | -361.261375 |
| 5 | -3734.611411 |